Density functional theory data (ωB97M-V/def2-TZVPD) for a structure of composition C18H30Br2N4O6PYb at a distorted geometry.

Structure (XYZ):
```
62
C18H30Br2N4O6PYb (ωB97M-V/def2-TZVPD)
Yb -0.215 -0.502 0.302
N -0.823 -0.014 2.789
C -1.896 -0.872 3.379
C -3.013 -1.171 2.379
C -2.392 -1.626 1.097
O -1.233 -2.159 1.179
O -2.838 -1.361 -0.044
H -0.044 0.006 3.439
H -1.136 0.948 2.718
H -2.312 -0.411 4.273
H -1.430 -1.804 3.679
H -3.633 -0.299 2.181
H -3.659 -1.962 2.769
Br 1.523 4.341 2.085
C 2.415 3.182 0.884
C 3.716 3.569 0.477
C 4.449 2.748 -0.314
Br 6.156 3.295 -0.866
C 3.930 1.483 -0.710
C 4.647 0.554 -1.495
C 4.087 -0.650 -1.794
C 2.808 -0.943 -1.303
N 2.088 -0.104 -0.583
C 2.638 1.122 -0.291
C 1.844 2.002 0.493
O 0.595 1.636 0.798
H 4.114 4.521 0.800
H 5.638 0.811 -1.845
H 4.611 -1.387 -2.386
H 2.359 -1.901 -1.505
C 1.857 -2.733 1.634
C 1.168 -3.573 0.586
O 0.700 -2.719 -0.473
C 0.107 -3.476 -1.547
C -0.395 -2.554 -2.622
H 2.137 -3.356 2.484
H 1.196 -1.966 2.054
H 2.759 -2.255 1.253
H 0.320 -4.119 0.998
H 1.863 -4.291 0.149
H -0.701 -4.081 -1.131
H 0.875 -4.152 -1.924
H -1.184 -1.893 -2.261
H -0.828 -3.151 -3.426
H 0.403 -1.947 -3.053
N -0.955 3.669 0.179
C -1.539 3.195 -1.114
P -2.085 1.480 -0.846
O -2.209 1.264 0.638
O -1.103 0.528 -1.497
C -3.699 1.412 -1.667
N -4.453 0.146 -1.354
H -1.669 3.763 0.900
H -0.463 4.557 0.093
H -0.275 2.913 0.558
H -0.746 3.190 -1.861
H -2.330 3.869 -1.439
H -3.572 1.500 -2.745
H -4.292 2.257 -1.322
H -4.641 -0.391 -2.200
H -5.354 0.352 -0.929
H -3.888 -0.491 -0.702
```

Computed properties:
HOMO level (spin up / spin down): -12.986 / -12.988 eV
charge: +2
multiplicity: 2
energy relative to the best compared isomer or geometry (same formula, charge and spin): 48.51 kJ/mol
total energy: -8022.2279 hartree
strongest force on any atom: 1.76 eV/Å

***

Density functional theory data (ωB97M-V/def2-TZVPD) for a cluster of 7 separate species, C18H30ClF9N5O10S3 in total at a distorted geometry.

Structure (XYZ):
```
76
C18H30ClF9N5O10S3 (ωB97M-V/def2-TZVPD)
C 2.868 -5.165 4.007
C 2.080 -3.963 3.610
O 0.954 -3.991 3.262
N 2.951 -2.816 3.153
H 3.913 -3.040 3.422
H 3.072 -2.897 2.123
C 2.458 -1.375 3.348
H 2.173 -5.943 4.348
H 3.526 -5.114 4.872
H 3.214 -5.737 3.142
H 3.236 -0.697 3.004
H 2.245 -1.206 4.397
H 1.622 -1.235 2.663
C -2.196 -2.509 3.417
C -1.680 -1.725 2.237
N -2.771 -1.064 1.479
C -3.318 -1.573 0.331
C -4.223 -0.653 -0.119
N -4.347 0.298 0.889
C -3.411 0.049 1.805
C -5.384 1.300 1.093
H -1.294 -2.963 3.829
H -2.886 -3.317 3.175
H -2.636 -1.871 4.183
H -1.073 -2.279 1.530
H -1.106 -0.867 2.595
H -3.016 -2.561 0.025
H -4.886 -0.679 -0.966
H -3.212 0.660 2.673
H -6.321 0.793 1.323
H -5.531 1.851 0.166
H -5.196 1.989 1.911
C -2.909 1.824 -1.269
C -1.743 0.931 -1.644
N -0.491 1.533 -1.183
C 0.359 2.293 -1.956
C 1.352 2.734 -1.127
N 1.101 2.184 0.093
C -0.063 1.512 0.081
C 2.048 2.121 1.182
H -2.898 2.842 -1.651
H -3.081 1.832 -0.190
H -3.818 1.371 -1.680
H -1.554 0.691 -2.689
H -1.804 -0.094 -1.270
H 0.174 2.458 -3.006
H 2.293 3.214 -1.361
H -0.456 0.936 0.897
H 1.686 1.378 1.890
H 2.108 3.118 1.616
H 3.009 1.773 0.809
Cl -1.470 2.213 3.242
C 5.646 2.924 -0.046
F 6.921 2.846 0.361
F 5.211 1.703 -0.380
F 4.961 3.332 1.034
S 5.523 4.084 -1.537
O 6.530 3.603 -2.448
O 4.185 3.842 -2.047
O 5.731 5.405 -0.962
C -2.708 1.544 -7.382
F -1.693 2.019 -8.119
F -3.658 2.497 -7.379
F -3.179 0.457 -8.021
S -2.117 1.048 -5.592
O -0.782 0.511 -5.874
O -2.039 2.302 -4.842
O -2.993 0.002 -5.162
C 1.838 -1.892 -1.935
F 0.920 -1.560 -2.860
F 2.370 -3.028 -2.412
F 2.666 -0.872 -1.770
S 0.919 -2.263 -0.349
O 0.760 -0.991 0.342
O -0.386 -2.815 -0.699
O 1.710 -3.262 0.369
```

Computed properties:
HOMO level: -6.128 eV
charge: -1
multiplicity: 1
total energy: -4283.6755 hartree
strongest force on any atom: 3.42 eV/Å

***

Density functional theory data (ωB97M-V/def2-TZVPD) for a structure of composition C18H30CoNO2P2 at a distorted geometry.

Structure (XYZ):
```
54
C18H30CoNO2P2 (ωB97M-V/def2-TZVPD)
Co 0.175 0.760 0.134
P -1.941 0.259 -0.109
C -2.189 0.930 -1.835
C -0.838 1.173 -2.572
N 0.305 1.056 -1.828
C 1.557 1.369 -2.284
C 1.715 1.995 -3.519
C 0.566 2.204 -4.282
C -0.677 1.735 -3.846
C 2.725 0.935 -1.380
P 2.137 -0.366 -0.218
H -1.585 1.910 -4.413
H 2.725 2.275 -3.855
H 0.647 2.750 -5.212
H 3.552 0.478 -1.943
H 3.189 1.765 -0.820
H -3.020 0.390 -2.278
H -2.707 1.884 -1.611
H -0.489 -2.832 -4.640
O -1.151 -3.365 -5.000
H -1.861 -3.327 -4.383
H 0.599 -3.920 -0.417
O -0.012 -4.641 -0.363
H 0.561 -5.352 -0.087
C 2.563 -1.815 -1.268
H 3.532 -1.601 -1.743
H 2.674 -2.731 -0.674
H 1.828 -2.035 -2.051
C 3.371 -0.614 1.116
H 3.150 -1.586 1.581
H 4.409 -0.651 0.755
H 3.310 0.142 1.906
C -3.068 1.482 0.646
H -4.061 1.306 0.207
H -3.088 1.346 1.727
H -2.743 2.497 0.393
C -2.894 -1.285 0.182
H -3.119 -1.337 1.259
H -3.885 -1.187 -0.289
H -2.394 -2.222 -0.120
C 0.618 1.720 1.797
C 0.025 0.976 2.948
C 0.548 -0.231 3.464
C 0.090 -0.721 4.686
C -0.900 -0.041 5.403
C -1.502 1.092 4.839
C -1.049 1.583 3.622
H 0.127 2.690 1.616
H 1.702 1.902 1.855
H 1.290 -0.792 2.894
H 0.534 -1.616 5.116
H -1.239 -0.409 6.369
H -2.294 1.620 5.364
H -1.519 2.455 3.161
```

Computed properties:
HOMO level (spin up / spin down): -10.084 / -10.779 eV
charge: +1
multiplicity: 4
energy relative to the best compared isomer or geometry (same formula, charge and spin): 49.11 kJ/mol
total energy: -2974.3476 hartree
strongest force on any atom: 2.31 eV/Å